Computed, not measured: a molecular structure, C23H43ClN3O5SiYb at a distorted geometry, with ωB97M-V/def2-TZVPD.

Geometry as XYZ:
```
77
C23H43ClN3O5SiYb ωB97M-V/def2-TZVPD
C 2.756 -0.670 -0.391
H 4.663 1.433 0.969
H 1.874 4.313 0.393
H 2.920 -1.222 -1.336
O -0.375 -3.066 0.265
C 0.535 -3.650 -0.368
C 0.400 3.429 -4.509
H -4.390 -0.611 -1.516
C -0.366 1.141 -4.720
C -1.764 3.116 1.561
H 3.066 2.205 0.878
O 0.691 -0.861 -1.960
H -3.010 -0.348 5.723
H 0.477 1.984 3.747
C -2.242 -2.060 -2.045
C -0.177 2.412 -5.276
H 1.960 2.697 3.086
C -0.893 -0.690 3.511
C 0.866 2.802 3.123
H 0.176 -2.340 5.121
C -0.519 -1.726 5.692
H -1.300 -2.359 6.135
Yb -0.253 -0.695 0.457
H 4.881 1.198 -1.632
H 0.546 5.252 1.093
H 3.235 0.622 1.713
H -4.218 1.013 -0.824
H 1.240 3.955 -2.572
C -2.092 0.185 5.433
H -3.262 -2.118 -2.446
H -2.119 1.416 -2.156
H -2.356 0.961 4.704
H -2.256 3.072 0.578
H -1.600 -2.740 -2.612
C 3.781 1.171 -1.600
H -1.223 -5.246 0.468
H 3.404 2.202 -1.656
H -0.304 -1.187 -3.667
C 0.511 1.927 -2.608
C -0.402 -5.847 0.071
H 0.004 -1.229 6.519
H -2.293 -2.424 -1.015
C 1.628 -5.608 -1.336
H 0.067 -6.419 0.884
H 0.731 1.737 -1.548
N 0.576 -4.972 -0.559
N 3.328 0.543 -0.371
H 1.369 -3.081 -0.824
H -4.559 0.833 -2.555
H 2.225 -6.281 -0.704
C -0.025 0.908 -3.390
C -1.736 -0.664 -2.149
H 0.340 4.477 -0.487
C -0.286 -0.491 -2.794
C -2.530 0.415 -2.010
Cl -2.818 -0.217 1.287
O 0.025 -1.216 2.871
H 1.189 -6.201 -2.150
H -2.250 2.353 2.186
H -0.475 2.591 -6.310
H -1.946 4.110 2.000
C 3.585 1.237 0.880
H -0.770 -6.562 -0.673
C -3.998 0.399 -1.709
H 3.398 0.593 -2.448
C 0.782 4.347 0.511
H 2.277 -4.831 -1.758
C 0.766 3.183 -3.178
O 0.408 1.452 0.585
N -1.125 -0.724 4.825
H -0.800 0.321 -5.294
O 2.082 -1.151 0.545
H -1.678 -0.112 2.939
Si 0.095 2.797 1.383
H 0.641 3.748 3.639
H 0.569 4.415 -4.948
H -1.658 0.650 6.328
```

## Properties
E_tot	-91192.7882	eV
frontier orbital gap	8.04	eV
LUMO	0.31	eV
highest occupied orbital energy	-7.74	eV
2S+1	2
⟨S²⟩	0.75

Atomic partial charges in e from the Mulliken method, atoms 1 to 8: atom 1 (C): -0.073, atom 2 (H): 0.423, atom 3 (H): 0.332, atom 4 (H): 0.545, atom 5 (O): -0.902, atom 6 (C): 1.078, atom 7 (C): -0.594, atom 8 (H): 0.352

---

Computed, not measured: 3 unconnected molecules or ions with the total composition C23H43INO8 at a distorted geometry, with ωB97M-V/def2-TZVPD.

Geometry as XYZ:
```
76
C23H43INO8 ωB97M-V/def2-TZVPD
H -2.656 -1.665 6.983
O -1.378 -2.301 -2.428
C 4.068 2.949 -7.953
C -2.366 -1.532 5.939
O -4.463 -2.542 5.269
H 2.849 -3.179 3.849
H 3.351 1.001 -7.320
H 0.171 -3.629 0.671
H 3.512 0.955 0.486
C 3.501 0.634 -0.559
H -2.843 -2.281 3.990
H -1.293 -1.731 5.881
H 1.795 -3.644 0.007
O 0.007 -0.657 -2.744
H 0.231 1.970 2.033
H -0.324 -1.067 2.133
C 2.130 -3.132 3.069
C 4.153 1.704 -7.090
C 1.668 -2.985 1.970
H 4.387 0.875 -1.154
I -0.760 1.731 -0.772
H 2.692 3.350 -5.488
C 1.086 -3.037 0.586
C -4.236 -0.474 9.117
H -2.102 -0.300 0.309
H -1.082 -2.180 -0.082
H 2.361 0.435 -4.612
H -4.938 -2.133 3.293
H 4.234 2.668 -9.002
H -2.680 -3.535 5.249
C 0.810 -0.076 -6.397
N 0.925 -1.694 0.055
C -0.567 -0.075 1.750
H -3.720 1.367 5.128
C -4.241 0.694 7.066
C -1.026 -0.128 0.254
H 5.093 1.202 -7.340
C 0.551 0.931 2.053
C -5.211 -2.816 4.105
H 3.530 5.357 -7.172
O -2.508 -0.175 5.536
O -4.588 -0.499 7.754
O 4.230 1.958 -5.698
H 2.001 -1.969 -1.814
H -0.004 -0.318 -5.708
H 1.399 0.715 1.402
H 0.446 -0.141 -7.424
O 1.272 1.246 -6.188
O 2.788 3.553 -7.870
H -6.263 -2.660 4.341
C 2.833 4.959 -7.919
H 1.200 1.722 -4.210
H 3.124 5.304 -8.919
C 3.047 2.420 -5.042
C 1.942 1.390 -4.943
C -0.601 -1.425 -1.991
C 2.418 0.020 -1.150
H -3.441 1.229 7.590
H 1.837 5.335 -7.689
H -5.067 -3.854 3.784
H 4.852 3.651 -7.647
H -1.449 0.255 2.321
H 1.625 -0.799 -6.276
H 1.855 0.607 -1.879
H 2.946 -1.832 -0.360
C -3.062 -2.529 5.034
H -4.542 -0.178 5.103
C 2.058 -1.427 -0.857
H 3.365 2.658 -4.024
H -4.866 0.235 9.668
C -0.419 -1.393 -0.457
H -4.389 -1.474 9.522
H -3.180 -0.210 9.247
H 0.898 0.735 3.079
H -5.135 1.332 7.039
C -3.798 0.407 5.645
```

## Properties
E_tot	-50511.3776	eV
total charge	-1
frontier orbital gap	6.96	eV
LUMO	2.36	eV
highest occupied orbital energy	-4.61	eV

Atomic partial charges in e from the Mulliken method, atoms 1 to 8: atom 1 (H): 0.120, atom 2 (O): -0.822, atom 3 (C): -0.544, atom 4 (C): -0.416, atom 5 (O): -0.283, atom 6 (H): 0.440, atom 7 (H): 0.107, atom 8 (H): 0.358

---

Computed, not measured: 3 unconnected molecules or ions with the total composition C23H43N2O4 at a distorted geometry, with ωB97M-V/def2-TZVPD.

Geometry as XYZ:
```
72
C23H43N2O4 ωB97M-V/def2-TZVPD
H -4.610 6.957 -1.645
H 2.092 -0.421 3.168
H 3.086 -5.595 -1.924
H 2.982 -2.214 -0.063
C -2.722 6.317 -0.867
C 2.739 -2.308 -1.115
H 0.896 -2.058 -4.362
H 0.667 0.733 4.572
H -3.506 3.765 0.132
C 1.303 -2.061 4.369
H -1.010 -4.968 -2.175
H -3.186 6.059 0.089
H -0.978 5.742 -1.999
H 1.937 1.351 6.532
C 2.238 -4.691 -3.664
H 2.184 -2.139 5.011
H -0.097 -1.867 5.984
C 2.556 -4.676 -2.148
H 2.666 -3.806 -4.123
C 1.627 -0.409 7.717
C 1.762 0.286 6.365
C -1.889 3.921 -1.322
C -0.011 -3.651 -3.317
C -2.556 3.286 -0.104
H 1.658 -2.393 -1.183
C -3.792 6.302 -1.957
C -3.282 6.768 -3.318
H -4.224 5.302 -2.051
C -1.531 5.392 -1.123
C 0.738 -4.724 -4.025
C 0.529 0.134 5.477
C 3.476 -3.524 -1.707
O 0.917 0.435 -3.776
O -2.090 -0.831 -1.142
N -1.239 -0.179 -0.037
N -0.885 -3.979 -2.354
H 2.514 -0.240 8.327
H 1.506 -1.488 7.608
H 0.296 -5.704 -3.870
H 0.967 -3.086 4.189
H -0.973 3.369 -1.548
H 0.765 -0.025 8.266
C 1.697 -1.430 3.037
H 2.471 -2.024 2.546
H 3.042 -1.380 -1.591
O -0.997 -0.931 0.778
H -2.536 3.803 -2.195
C -0.259 0.133 -3.178
H 1.010 0.014 -4.638
H -1.911 3.360 0.775
H -2.229 -3.436 -0.868
H 2.650 -0.089 5.848
H 0.838 -1.374 2.367
H -0.703 -1.292 4.452
C -1.565 -3.067 -1.629
C -1.395 -1.720 -1.872
H 1.664 -4.692 -1.523
H 2.696 -5.574 -4.087
H -4.089 6.774 -4.051
C -0.496 -1.336 -2.885
H -0.839 5.478 -0.279
H 0.646 -4.522 -5.089
H 4.129 -3.916 -0.936
H -2.348 7.338 -0.751
C 0.188 -2.301 -3.592
H -2.497 6.113 -3.701
H -0.334 0.567 5.991
C 0.187 -1.306 5.090
O -1.008 0.965 -2.826
H -2.759 2.229 -0.286
H -2.878 7.780 -3.256
H 4.110 -3.241 -2.539
```

## Properties
E_tot	-35709.3934	eV
energy above the lowest of the compared OMol25 structures with the same formula, charge and spin	30.7	kcal per mole
total charge	+1
frontier orbital gap	7.33	eV
LUMO	-4.97	eV
highest occupied orbital energy	-12.30	eV

Atomic partial charges in e from the Mulliken method, atoms 1 to 8: atom 1 (H): 0.369, atom 2 (H): 0.316, atom 3 (H): 0.368, atom 4 (H): 0.194, atom 5 (C): -0.769, atom 6 (C): -0.403, atom 7 (H): 0.286, atom 8 (H): 0.291